[1]
DFT (ωB97M-V/def2-TZVPD) results for a structure of composition C4H14B2KO2.

Results
Largest force on an atom in eV/A: 4.7
Frontier orbital gap in eV: 6.89
LUMO level in eV: 2.004
Net charge: -1

```
23
Properties=species:S:1:pos:R:3:forces:R:3
K 11.645 -12.054 8.824 -0.019 0.478 0.146
B 10.447 -10.849 6.554 -0.151 0.094 -0.318
H 10.198 -10.132 7.321 -0.654 3.017 3.326
H 10.431 -10.366 5.589 -0.093 2.009 -3.815
H 11.417 -11.307 6.677 3.951 -1.627 0.341
H 9.685 -11.612 6.586 -2.866 -3.115 0.104
B 10.376 -14.457 8.644 -0.084 -0.346 -0.233
H 11.142 -14.958 9.216 3.239 -2.564 2.186
H 10.035 -13.721 9.355 -2.083 2.981 2.814
H 10.863 -13.912 7.850 1.662 1.625 -3.356
H 9.601 -15.095 8.247 -2.934 -2.505 -1.265
O 12.509 -10.028 10.592 0.070 -0.679 -1.202
C 12.801 -9.907 11.728 -0.787 -0.451 0.632
O 12.389 -8.795 12.395 -0.660 -0.754 -1.723
C 12.946 -8.781 13.637 1.880 0.473 1.489
C 14.149 -9.789 13.555 -0.510 1.099 2.032
C 13.623 -10.853 12.675 -0.680 1.336 -1.927
H 12.221 -9.018 14.416 -0.054 -0.172 0.060
H 13.303 -7.759 13.764 0.075 -0.024 0.570
H 14.320 -10.144 14.571 0.624 0.098 -0.071
H 14.996 -9.249 13.131 0.132 -0.232 0.147
H 12.966 -11.527 13.224 0.061 -0.229 -0.408
H 14.351 -11.304 12.000 -0.119 -0.511 0.471
```
Forces are in eV/Å.



[2]
DFT (ωB97M-V/def2-TZVPD) results for a structure of composition C4H14Be2FO7.

Results
Largest force on an atom in eV/A: 3.9
Energy above the lowest of the compared OMol25 structures with the same formula, charge and spin in kcal/mol: 4.7
Frontier orbital gap in eV: 7.16
LUMO level in eV: 2.835
Net charge: -1

```
28
Properties=species:S:1:pos:R:3:forces:R:3
Be -0.720 0.597 1.270 0.120 -0.232 -0.488
Be 0.353 -0.834 -1.241 -0.612 -0.146 -0.711
F -0.146 -0.147 0.021 -0.167 0.212 0.362
O 1.183 0.121 -2.140 -0.057 0.764 -0.311
C 0.516 0.022 -3.385 1.662 -3.226 1.067
C -0.908 -0.352 -3.180 1.844 -2.736 2.013
O -0.770 -1.403 -2.181 -0.744 0.057 -1.000
H 1.004 -0.889 -3.871 -0.635 0.894 -0.297
H 0.676 0.847 -3.960 0.501 2.625 -1.808
H -1.421 -0.626 -4.065 -0.510 -0.719 -1.108
H -1.453 0.372 -2.700 -1.456 2.526 0.951
O 0.298 0.912 2.375 -0.547 0.167 -0.081
C -0.098 -0.146 3.202 0.747 0.750 0.843
C -1.636 -0.225 3.192 0.640 -1.521 0.432
O -1.945 -0.167 1.861 -0.897 0.092 -0.742
H 0.282 0.142 4.174 0.207 -0.671 0.931
H 0.416 -1.046 2.794 -0.660 -0.239 0.648
H -2.111 0.575 3.750 0.128 0.843 0.482
H -2.019 -1.142 3.726 0.330 0.181 -0.523
O 1.506 -2.187 -0.883 0.482 -1.407 0.421
H 2.364 -1.934 -1.241 -0.074 0.309 -0.033
H 1.490 -3.174 -0.864 -0.400 1.399 -0.080
O 2.538 0.776 0.425 0.788 -1.646 1.797
H 2.454 1.304 -0.313 -0.829 1.209 -3.312
H 2.904 1.417 1.016 0.178 0.216 1.306
O -1.276 2.215 0.875 0.510 0.689 -1.644
H -1.470 2.478 -0.037 0.186 -0.301 0.090
H -2.023 2.504 1.376 -0.735 -0.088 0.797
```
Forces are in eV/Å.



[3]
DFT (ωB97M-V/def2-TZVPD) results for a cluster of 2 separate species, C4H14N in total.

Results
Largest force on an atom in eV/A: 3.6
Energy above the lowest of the compared OMol25 structures with the same formula, charge and spin in kcal/mol: 48.4
Frontier orbital gap in eV: 10.99
LUMO level in eV: -3.916
Net charge: +1

```
19
Properties=species:S:1:pos:R:3:forces:R:3
C -1.178 0.566 -0.128 1.754 -1.089 -2.995
C -2.592 0.110 -0.417 -0.769 -0.037 2.657
N -0.888 0.745 1.336 0.393 2.635 1.161
H -0.539 -0.331 -0.657 -0.795 2.768 1.829
H -0.962 1.584 -0.668 -0.205 -2.057 1.246
H -3.347 0.331 0.351 0.284 0.766 -0.020
H -2.838 -0.919 -0.562 0.942 -1.028 -0.240
H -1.164 -0.068 1.877 -0.351 -0.045 0.277
H 0.073 1.007 1.666 -0.272 -0.876 -1.157
H -1.361 1.654 1.692 -0.009 -2.125 -0.635
H -2.844 0.606 -1.274 -1.082 1.213 -2.246
C 2.400 -0.026 -0.797 0.640 1.442 2.269
C 1.876 -1.348 -0.081 2.293 -0.086 -0.804
H 3.542 0.161 -0.869 -1.723 -1.226 0.225
H 2.036 0.271 -1.789 -0.434 -0.393 0.436
H 2.157 0.773 -0.009 0.036 -0.402 -1.420
H 2.612 -1.562 0.722 -0.822 0.562 0.241
H 2.201 -2.200 -0.713 -1.370 0.153 0.004
H 0.814 -1.351 0.322 1.491 -0.176 -0.827
```
Forces are in eV/Å.



[4]
DFT (ωB97M-V/def2-TZVPD) results for a cluster of 2 separate species, C4H14N in total.

Results
Largest force on an atom in eV/A: 2.1
Energy above the lowest of the compared OMol25 structures with the same formula, charge and spin in kcal/mol: 27.2
Frontier orbital gap in eV: 10.88
LUMO level in eV: -3.824
Net charge: +1

```
19
Properties=species:S:1:pos:R:3:forces:R:3
C -1.842 -0.166 0.781 -2.137 -0.049 -0.193
C -1.727 -1.204 -0.321 -0.110 -1.585 -0.843
N -1.886 1.231 0.162 1.112 0.342 -0.787
H -2.776 -0.227 1.426 1.102 -0.183 -1.009
H -1.010 -0.300 1.438 0.610 0.702 0.303
H -2.609 -1.854 -0.493 0.169 0.654 0.434
H -0.947 -1.894 0.022 -0.080 0.064 -0.484
H -1.821 1.202 -0.913 -0.336 0.117 2.080
H -2.670 1.781 0.496 -0.664 -0.126 -0.411
H -1.102 1.792 0.509 0.347 -0.197 -0.340
H -1.463 -0.883 -1.370 0.036 0.230 1.252
C 1.924 -0.326 0.107 -1.226 0.928 -1.478
C 3.088 0.441 -0.512 0.966 -1.226 0.088
H 0.997 0.204 -0.300 0.686 -0.088 1.303
H 1.675 -1.290 -0.260 0.650 -1.278 -0.620
H 2.007 -0.442 1.171 -0.296 0.468 0.595
H 4.104 -0.002 -0.340 -1.015 0.185 0.013
H 3.070 1.385 -0.009 0.296 0.882 -0.096
H 2.986 0.551 -1.594 -0.109 0.159 0.193
```
Forces are in eV/Å.



[5]
DFT (ωB97M-V/def2-TZVPD) results for a cluster of 2 separate species, C4H14N in total.

Results
Largest force on an atom in eV/A: 3.7
Energy above the lowest of the compared OMol25 structures with the same formula, charge and spin in kcal/mol: 50.3
Frontier orbital gap (spin up / spin down) in eV: 13.21 / 6.02
LUMO level (spin up / spin down) in eV: -7.461 / -14.650
Expectation value of S²: 0.75
Net charge: +2
Multiplicity: 2

```
19
Properties=species:S:1:pos:R:3:forces:R:3
C 1.391 0.216 0.002 -1.870 -1.100 -0.595
C 1.244 -0.867 1.116 -2.232 -0.774 -1.125
N 1.665 1.543 0.515 2.551 2.707 -0.116
H 2.093 -0.117 -0.717 1.445 -0.088 -0.242
H 0.561 0.428 -0.751 0.308 -0.973 1.617
H 2.151 -1.422 1.302 0.275 -0.152 -0.364
H 0.449 -1.544 0.661 1.299 0.135 0.640
H 2.759 1.783 0.495 -2.885 -0.130 -0.277
H 1.045 2.258 -0.011 1.876 -0.855 1.355
H 1.454 1.543 1.514 -0.276 0.462 0.044
H 0.819 -0.693 2.130 0.212 0.990 -0.744
C -2.041 -0.329 -0.074 0.752 -1.454 -0.195
C -1.704 -0.368 -1.540 -1.035 1.770 3.013
H -1.454 0.300 0.698 -1.082 -0.797 -1.624
H -3.187 -0.089 0.089 0.223 -0.510 0.046
H -2.187 -1.441 0.258 -0.491 1.188 0.229
H -1.171 0.546 -1.667 0.763 0.121 -1.371
H -2.602 -0.375 -2.238 0.160 -0.350 0.123
H -1.287 -1.372 -1.782 0.008 -0.189 -0.415
```
Forces are in eV/Å.



[6]
DFT (ωB97M-V/def2-TZVPD) results for a cluster of 2 separate species, C4H14N2 in total.

Results
Largest force on an atom in eV/A: 1.5
SMILES: CCN.CNC
Energy above the lowest of the compared OMol25 structures with the same formula, charge and spin in kcal/mol: 17.7
Frontier orbital gap in eV: 9.66
LUMO level in eV: 1.086

```
20
Properties=species:S:1:pos:R:3:forces:R:3
C 2.262 -4.722 -0.536 -0.132 0.310 -0.403
C 2.530 -3.524 -1.433 -0.866 1.183 0.097
N 1.847 -2.320 -0.876 0.055 -0.614 -0.078
H 2.395 -5.631 -1.130 0.199 -0.091 0.472
H 1.209 -4.637 -0.253 0.123 -0.206 0.011
H 2.855 -4.709 0.380 0.098 -0.205 -0.129
H 2.054 -3.712 -2.397 0.147 -0.025 -0.054
H 3.567 -3.242 -1.613 0.339 -0.701 -0.022
H 1.761 -1.608 -1.592 0.158 0.094 0.185
H 2.407 -1.964 -0.111 -0.122 0.256 -0.079
C -3.062 3.912 1.862 -0.106 -0.452 -0.468
N -1.717 3.621 1.367 -0.168 0.251 0.531
C -1.664 3.152 0.005 -0.087 0.111 -0.682
H -3.465 3.051 2.396 -0.013 -0.010 0.131
H -3.773 4.128 1.056 0.044 0.117 -0.118
H -3.073 4.768 2.518 0.141 0.199 0.330
H -1.126 4.418 1.540 0.169 -0.042 -0.238
H -0.833 2.485 -0.200 0.212 -0.198 0.288
H -2.577 2.603 -0.212 -0.056 -0.191 0.023
H -1.596 3.930 -0.771 -0.135 0.213 0.201
```
Forces are in eV/Å.



[7]
DFT (ωB97M-V/def2-TZVPD) results for a cluster of 2 separate species, C4H14N2 in total.

Results
Largest force on an atom in eV/A: 3.4
SMILES: CCNC.CN
Energy above the lowest of the compared OMol25 structures with the same formula, charge and spin in kcal/mol: 17.1
Frontier orbital gap in eV: 9.62
LUMO level in eV: 1.088

```
20
Properties=species:S:1:pos:R:3:forces:R:3
C -1.068 -2.119 0.089 -0.048 -0.076 -0.138
C -0.149 -1.102 0.733 2.028 0.113 -1.237
N 1.105 -0.817 -0.188 -1.659 -0.680 1.217
C 2.049 0.099 0.442 -0.124 0.226 -0.149
H -0.537 -3.053 -0.126 -0.051 0.077 0.056
H -1.485 -1.753 -0.853 0.104 0.033 0.106
H -1.904 -2.354 0.757 0.139 0.027 -0.071
H 0.237 -1.477 1.684 -0.128 0.061 0.156
H -0.678 -0.164 0.906 0.241 0.033 -0.076
H 1.587 -1.708 -0.314 -0.392 0.142 -0.027
H 1.677 1.119 0.313 0.126 -0.004 0.170
H 3.024 0.037 -0.053 -0.200 -0.007 -0.002
H 2.202 -0.090 1.509 -0.006 0.002 0.120
C -0.873 2.399 -0.388 0.158 -0.309 0.559
N -0.775 1.392 -1.425 1.721 -1.889 -0.093
H 0.104 2.862 -0.217 -0.126 0.007 -0.052
H -1.205 1.959 0.563 0.020 0.307 0.230
H -1.581 3.195 -0.637 0.106 -0.159 -0.197
H -1.698 0.998 -1.601 0.487 -0.190 0.039
H -0.031 0.579 -1.195 -2.398 2.288 -0.611
```
Forces are in eV/Å.



[8]
DFT (ωB97M-V/def2-TZVPD) results for a cluster of 2 separate species, C4H14N2O in total.

Results
Largest force on an atom in eV/A: 2.5
SMILES: CNCCCN.O
Energy above the lowest of the compared OMol25 structures with the same formula, charge and spin in kcal/mol: 48.2
Frontier orbital gap in eV: 8.98
LUMO level in eV: 1.085

```
21
Properties=species:S:1:pos:R:3:forces:R:3
C -0.718 1.860 1.630 -1.871 1.225 -0.256
N -0.370 0.907 0.633 0.731 -1.047 0.782
C -0.152 1.157 -0.786 -0.515 0.159 1.206
C 0.069 -0.238 -1.415 -2.107 1.171 -0.489
C -1.297 -0.900 -1.833 1.746 0.954 0.102
N -2.194 -0.981 -0.678 -0.117 -0.691 -1.039
H -1.844 2.024 1.670 0.814 0.135 -0.051
H -0.472 1.599 2.666 0.443 -0.282 -0.393
H -0.291 2.840 1.402 0.143 -0.055 0.100
H -0.842 0.037 0.813 -0.013 -0.158 -0.270
H -1.025 1.641 -1.244 -0.091 0.191 -0.304
H 0.686 1.875 -0.834 -0.107 -0.509 -0.466
H 0.507 -0.782 -0.584 0.928 -0.592 -0.782
H 0.487 -0.065 -2.404 1.323 -0.541 0.346
H -1.057 -1.866 -2.290 -0.210 -0.303 0.711
H -1.593 -0.334 -2.737 -0.733 0.201 0.559
H -2.926 -1.636 -0.928 -0.275 0.187 0.350
H -2.610 -0.080 -0.479 -0.093 -0.042 -0.107
O 4.850 -2.329 2.265 0.668 -0.001 -0.364
H 5.760 -2.329 1.938 -0.281 0.041 -0.450
H 5.032 -2.398 3.196 -0.384 -0.043 0.814
```
Forces are in eV/Å.